The following is a DFT calculation (the ωB97M-V functional and the def2-TZVPD basis) of a gas-phase ion, C8H7NO5P (charge +1) at a distorted geometry.

Results
E_HOMO = -13.51 eV
orbital gap = 7.8 eV
LUMO = -5.7 eV
net charge = +1

Each line ends with the natural charge from an NBO analysis.
Geometry (Å):
C1 -1.081 -2.006 -2.655  -0.15
C2 0.257 -1.653 -2.789  -0.17
C3 -1.885 -1.626 -1.569  -0.15
C4 0.797 -0.687 -1.989  -0.14
C5 -1.270 -0.727 -0.672  -0.11
C6 0.048 -0.199 -0.974  -0.15
C7 -1.505 -0.311 0.747  0.71
C8 0.302 0.744 0.158  0.76
N1 -0.669 0.607 1.095  -0.61
O1 -2.488 -0.749 1.465  -0.56
O2 1.353 1.361 0.464  -0.62
O3 0.670 3.098 2.125  -0.96
O4 3.074 2.335 2.025  -0.95
O5 1.272 0.857 3.214  -1.02
P1 1.620 1.838 2.193  2.50
H1 -1.559 -2.532 -3.490  0.24
H2 0.981 -2.117 -3.384  0.24
H3 -2.922 -2.043 -1.532  0.26
H4 1.860 -0.549 -2.270  0.26
H5 0.024 2.927 2.841  0.53
H6 3.634 1.785 2.623  0.55
H7 -2.515 -0.355 2.375  0.53


The following is a DFT calculation (the ωB97M-V functional and the def2-TZVPD basis) of 2 unconnected molecules or ions with the total composition C2H7S.

Results
E_HOMO = -2.04 eV
orbital gap = 6.4 eV
LUMO = 4.3 eV
net charge = -1

Each line ends with the natural charge from an NBO analysis.
Geometry (Å):
C1 1.421 1.153 0.804  -0.87
H1 0.586 0.696 0.273  0.27
H2 1.066 1.709 1.672  0.19
H3 2.090 0.375 1.141  0.19
H4 1.825 1.867 0.097  0.21
C2 -1.405 -1.248 -0.709  -0.74
S1 -1.193 0.074 -1.956  -0.75
H5 -0.544 -1.929 -0.689  0.17
H6 -2.282 -1.861 -0.928  0.17
H7 -1.564 -0.835 0.295  0.17


The following is a DFT calculation (the ωB97M-V functional and the def2-TZVPD basis) of 2 unconnected molecules or ions with the total composition C4H9NOS at a distorted geometry.

Results
E_HOMO (alpha / beta) = -7.47 / -7.93 eV
orbital gap (alpha / beta) = 7.2 / 7.9 eV
LUMO (alpha / beta) = -0.3 / 0.0 eV
net charge = 0

Each line ends with the natural charge from an NBO analysis.
Geometry (Å):
C1 -0.603 -0.744 -1.467  0.19
C2 -1.714 -0.809 -2.468  -0.65
C3 1.758 -0.077 1.240  -0.71
C4 1.400 1.121 0.484  -0.26
N1 0.501 0.110 -1.860  -0.59
O1 0.131 -1.942 -1.391  -0.66
S1 1.492 -1.197 -2.054  0.81
H1 -0.960 -0.414 -0.431  0.18
H2 -1.351 -0.852 -3.404  0.22
H3 -2.521 -0.066 -2.478  0.23
H4 -2.298 -1.738 -2.508  0.23
H5 2.845 -0.278 1.016  0.21
H6 1.829 0.224 2.244  0.23
H7 1.188 -0.945 0.898  0.22
H8 0.301 1.332 0.288  0.17
H9 2.110 1.806 0.118  0.17


The following is a DFT calculation (the ωB97M-V functional and the def2-TZVPD basis) of a molecular structure, C24H24CdN4S2SeSi.

Results
E_HOMO = -7.25 eV
orbital gap = 6.9 eV
LUMO = -0.4 eV
net charge = 0

Each line ends with the natural charge from an NBO analysis.
Geometry (Å):
Cd1 -1.238 0.074 -0.810  1.50
N1 2.864 0.523 1.056  -0.62
C1 3.958 0.480 0.177  0.22
C2 5.236 0.315 0.685  -0.25
C3 6.334 0.267 -0.166  -0.20
C4 6.160 0.394 -1.530  -0.22
C5 4.879 0.569 -2.044  -0.19
C6 3.788 0.608 -1.199  -0.25
S1 2.152 0.826 -1.868  0.50
N2 1.164 0.906 -0.518  -0.70
C7 1.566 0.748 0.685  0.44
C8 0.562 0.837 1.783  0.17
C9 0.917 0.888 3.127  -0.23
C10 -0.081 0.913 4.087  -0.15
C11 -1.406 0.907 3.688  -0.24
C12 -1.671 0.895 2.327  0.08
N3 -0.717 0.865 1.410  -0.49
H1 3.045 0.227 1.995  0.41
H2 5.376 0.218 1.757  0.21
H3 7.324 0.134 0.250  0.22
H4 7.008 0.353 -2.199  0.22
H5 4.719 0.667 -3.111  0.22
H6 1.949 0.927 3.443  0.21
H7 0.182 0.937 5.136  0.22
H8 -2.212 0.913 4.407  0.23
H9 -2.688 0.911 1.948  0.22
S2 -5.243 2.415 -0.743  0.38
C13 -5.629 0.751 -0.794  -0.41
C14 -4.517 -0.028 -0.896  -0.29
C15 -3.297 0.707 -0.936  -0.51
C16 -3.534 2.053 -0.862  -0.31
C17 -2.541 3.126 -0.878  0.19
C18 -2.887 4.472 -0.706  -0.25
C19 -1.899 5.435 -0.731  -0.16
C20 -0.581 5.044 -0.924  -0.28
C21 -0.323 3.694 -1.085  0.05
N4 -1.265 2.757 -1.064  -0.49
H10 -6.663 0.444 -0.746  0.23
H11 -4.568 -1.108 -0.942  0.22
H12 -3.923 4.742 -0.555  0.22
H13 -2.147 6.482 -0.607  0.22
H14 0.223 5.765 -0.951  0.22
H15 0.689 3.340 -1.246  0.20
C22 0.835 -5.189 -1.254  -1.12
Si1 -0.681 -4.286 -0.577  1.47
C23 -1.330 -5.258 0.909  -1.12
C24 -2.013 -4.242 -1.916  -1.12
Se1 -0.072 -2.194 0.100  -1.00
H16 0.625 -6.257 -1.365  0.23
H17 1.685 -5.075 -0.580  0.24
H18 1.122 -4.794 -2.230  0.24
H19 -1.406 -6.321 0.662  0.23
H20 -2.317 -4.907 1.213  0.23
H21 -0.658 -5.154 1.763  0.24
H22 -2.271 -5.260 -2.222  0.23
H23 -1.661 -3.700 -2.796  0.24
H24 -2.920 -3.755 -1.555  0.23


The following is a DFT calculation (the ωB97M-V functional and the def2-TZVPD basis) of 15 unconnected molecules or ions with the total composition C6H42O14 at a distorted geometry.

Results
E_HOMO = -10.50 eV
orbital gap = 10.1 eV
LUMO = -0.4 eV
net charge = 0

Each line ends with the natural charge from an NBO analysis.
Geometry (Å):
C1 4.338 1.136 -1.651  -0.62
C2 3.475 0.552 -0.584  -0.41
C3 1.984 0.756 -0.906  -0.40
C4 0.977 0.009 0.064  -0.23
C5 1.410 -0.371 1.520  -0.67
C6 -0.265 0.884 0.045  -0.63
H1 5.369 1.018 -1.318  0.21
H2 4.343 0.753 -2.682  0.20
H3 4.202 2.198 -1.880  0.21
H4 3.805 0.916 0.408  0.21
H5 3.566 -0.507 -0.311  0.20
H6 1.879 0.466 -1.956  0.21
H7 1.703 1.812 -0.804  0.19
H8 0.755 -0.890 -0.499  0.22
H9 0.380 -0.618 1.853  0.22
H10 1.765 0.530 2.008  0.23
H11 1.747 -1.395 1.623  0.23
H12 -0.177 1.961 0.217  0.18
H13 -0.786 0.884 -0.931  0.22
H14 -0.980 0.598 0.791  0.20
H15 -0.297 -0.823 -3.255  0.47
H16 0.507 -1.663 -2.299  0.48
O1 -0.290 -1.692 -2.827  -0.94
H17 1.060 0.234 3.968  0.49
H18 0.592 -0.438 5.346  0.47
O2 1.324 -0.211 4.775  -0.96
H19 -2.878 -1.997 -0.325  0.48
H20 -2.329 -0.416 -0.291  0.51
O3 -2.418 -1.275 -0.693  -0.98
H21 2.410 -2.667 -0.439  0.49
H22 2.502 -4.144 -0.976  0.49
O4 2.791 -3.538 -0.286  -0.95
H23 -0.915 -2.995 -0.321  0.48
H24 0.333 -3.831 -0.009  0.48
O5 -0.006 -3.142 -0.575  -0.98
H25 2.178 0.360 -4.949  0.47
H26 1.751 1.790 -4.672  0.47
O6 1.421 0.898 -4.696  -0.94
H27 -1.238 1.716 2.614  0.47
H28 -2.517 1.806 1.843  0.46
O7 -2.103 2.125 2.651  -0.93
H29 -2.109 -1.126 -3.572  0.50
H30 -3.272 0.021 -3.669  0.47
O8 -2.698 -0.603 -4.105  -0.98
H31 -2.023 -1.814 2.261  0.47
H32 -3.118 -1.105 1.663  0.48
O9 -2.194 -0.947 1.887  -0.95
H33 -4.504 0.096 0.585  0.48
H34 -4.904 0.997 1.718  0.47
O10 -4.848 0.063 1.508  -0.96
H35 -4.640 1.501 -0.874  0.50
H36 -3.558 2.275 -0.025  0.48
O11 -3.843 1.416 -0.339  -0.96
H37 0.290 2.938 2.442  0.46
H38 0.881 3.436 3.649  0.47
O12 1.082 2.771 2.975  -0.93
H39 1.703 -4.427 0.866  0.49
H40 1.239 -5.018 2.155  0.48
O13 1.021 -5.045 1.216  -0.98
H41 -2.067 3.867 -0.262  0.45
H42 -1.790 5.094 0.613  0.48
O14 -2.017 4.819 -0.280  -0.93


The following is a DFT calculation (the ωB97M-V functional and the def2-TZVPD basis) of a single C29H41F2N5O molecule.

Results
E_HOMO = -8.91 eV
orbital gap = 9.3 eV
LUMO = 0.3 eV
SMILES = Cc1nnc(C(C)C)n1[C@@H]1C[C@H]2CC[C@@H](C1)N2CC[C@H](NC(=O)C1CCC(F)(F)CC1)c1ccccc1
net charge = 0

Each line ends with the natural charge from an NBO analysis.
Geometry (Å):
C1 -4.126 -1.169 -2.705  -0.66
C2 -5.194 -0.566 -1.869  0.33
N1 -6.455 -0.679 -2.170  -0.30
N2 -7.168 -0.004 -1.257  -0.30
C3 -6.343 0.520 -0.396  0.33
C4 -6.846 1.348 0.742  -0.25
C5 -6.541 0.735 2.111  -0.60
C6 -6.393 2.808 0.651  -0.60
N3 -5.049 0.197 -0.733  -0.38
C7 -3.846 0.535 -0.003  -0.04
C8 -2.816 1.260 -0.875  -0.41
C9 -1.491 1.403 -0.120  -0.03
C10 -1.670 2.067 1.263  -0.44
C11 -1.929 0.878 2.200  -0.45
C12 -1.861 -0.348 1.259  -0.04
C13 -3.232 -0.697 0.674  -0.40
N4 -1.012 0.055 0.146  -0.47
C14 0.412 -0.055 0.403  -0.22
C15 0.888 -1.488 0.159  -0.39
C16 2.402 -1.618 0.381  -0.08
N5 3.140 -0.817 -0.579  -0.62
C17 3.768 0.330 -0.245  0.70
O1 3.724 0.790 0.879  -0.65
C18 4.553 0.954 -1.397  -0.30
C19 6.026 0.526 -1.295  -0.39
C20 6.703 1.149 -0.079  -0.47
C21 6.590 2.664 -0.144  0.70
F1 7.202 3.225 0.943  -0.35
F2 7.310 3.140 -1.212  -0.36
C22 5.149 3.136 -0.232  -0.48
C23 4.449 2.484 -1.421  -0.39
C24 2.848 -3.058 0.308  -0.03
C25 3.397 -3.681 1.420  -0.20
C26 3.809 -5.001 1.358  -0.20
C27 3.679 -5.714 0.178  -0.21
C28 3.134 -5.101 -0.937  -0.22
C29 2.720 -3.782 -0.872  -0.17
H1 -4.579 -1.965 -3.290  0.25
H2 -3.311 -1.573 -2.112  0.22
H3 -3.725 -0.429 -3.400  0.22
H4 -7.933 1.331 0.607  0.24
H5 -6.840 -0.310 2.128  0.22
H6 -7.100 1.265 2.879  0.21
H7 -5.485 0.797 2.365  0.19
H8 -5.329 2.924 0.847  0.19
H9 -6.934 3.404 1.382  0.21
H10 -6.605 3.204 -0.340  0.22
H11 -4.157 1.225 0.781  0.22
H12 -2.619 0.692 -1.782  0.22
H13 -3.202 2.241 -1.160  0.21
H14 -0.781 1.947 -0.749  0.21
H15 -2.482 2.792 1.260  0.21
H16 -0.756 2.591 1.542  0.22
H17 -2.889 0.938 2.709  0.21
H18 -1.156 0.807 2.964  0.22
H19 -1.451 -1.226 1.761  0.21
H20 -3.097 -1.501 -0.049  0.22
H21 -3.901 -1.058 1.458  0.21
H22 0.930 0.609 -0.293  0.20
H23 0.690 0.253 1.421  0.18
H24 0.382 -2.173 0.841  0.21
H25 0.628 -1.779 -0.859  0.20
H26 2.651 -1.201 1.363  0.24
H27 3.199 -1.173 -1.520  0.40
H28 4.147 0.570 -2.340  0.21
H29 6.095 -0.563 -1.233  0.22
H30 6.548 0.850 -2.199  0.22
H31 6.219 0.823 0.843  0.24
H32 7.758 0.871 -0.043  0.23
H33 4.653 2.855 0.696  0.26
H34 5.136 4.223 -0.332  0.22
H35 3.399 2.781 -1.424  0.21
H36 4.907 2.843 -2.346  0.22
H37 3.504 -3.126 2.341  0.21
H38 4.234 -5.473 2.231  0.22
H39 4.001 -6.743 0.128  0.22
H40 3.030 -5.651 -1.860  0.21
H41 2.289 -3.319 -1.749  0.19